Record 1
{"formula": "C8H25BN2OP2SeTi", "method": "the ωB97M-V functional and the def2-TZVPD basis", "charge": 1, "max_force_ev_per_a": 7.6, "s2": 3.79, "multiplicity": 4, "total_energy_ha": -4462.59699, "species": ["Ti", "H", "H", "P", "P", "C", "H", "H", "H", "C", "H", "H", "H", "C", "H", "H", "H", "C", "H", "H", "H", "C", "H", "H", "H", "C", "H", "H", "H", "C", "O", "H", "H", "H", "H", "B", "N", "H", "Se", "C", "N"], "xyz": [[0.00, 0.00, 0.00], [0.58, 2.99, -2.11], [1.58, 1.34, -0.92], [-0.17, 1.51, 1.82], [-0.23, -1.20, -2.02], [-2.01, -1.51, -2.58], [-2.03, -2.07, -3.51], [-2.54, -2.08, -1.82], [-2.52, -0.56, -2.73], [0.46, -0.47, -3.61], [1.54, -0.36, -3.54], [0.23, -1.11, -4.47], [0.02, 0.52, -3.80], [0.45, -2.95, -2.13], [0.01, -3.57, -1.36], [0.23, -3.39, -3.10], [1.53, -2.93, -2.00], [-0.48, 3.34, 1.47], [-0.62, 3.89, 2.39], [0.36, 3.77, 0.92], [-1.38, 3.45, 0.86], [-1.58, 1.17, 3.02], [-1.47, 0.17, 3.45], [-1.60, 1.90, 3.82], [-2.54, 1.21, 2.49], [1.26, 1.65, 3.04], [2.16, 2.01, 2.53], [1.02, 2.34, 3.84], [1.48, 0.67, 3.48], [1.10, -1.28, 0.93], [1.80, -2.01, 1.45], [2.87, 2.34, -0.58], [2.90, 1.38, -1.93], [1.95, 3.04, -3.20], [1.92, 4.07, -1.75], [1.62, 3.12, -2.18], [2.32, 1.92, -1.31], [-0.95, 1.18, -0.82], [-1.71, -3.73, 1.71], [-1.70, -2.13, 1.10], [-1.70, -0.95, 0.65]]}



Record 2
{"formula": "C3H10N2", "method": "the ωB97M-V functional and the def2-TZVPD basis", "charge": 0, "max_force_ev_per_a": 1.3, "total_energy_ha": -229.78503, "species": ["C", "C", "H", "H", "H", "H", "H", "H", "N", "C", "N", "H", "H", "H", "H"], "xyz": [[-0.47, -2.46, -3.32], [-0.92, -1.60, -2.13], [-1.31, -2.86, -3.87], [0.01, -1.80, -4.04], [0.21, -3.26, -3.07], [-2.00, -1.47, -2.24], [-0.51, -0.59, -2.12], [-0.78, -2.02, -1.14], [1.23, 1.43, 3.19], [0.29, 2.42, 2.91], [0.46, 3.67, 2.77], [0.90, 0.84, 3.94], [2.14, 1.80, 3.47], [-0.73, 2.03, 2.96], [1.46, 3.89, 2.68]]}



Record 3
{"formula": "C6H9N5S", "method": "the ωB97M-V functional and the def2-TZVPD basis", "charge": 0, "max_force_ev_per_a": 4.1, "total_energy_ha": -905.83464, "species": ["C", "C", "C", "C", "C", "C", "N", "N", "N", "N", "N", "S", "H", "H", "H", "H", "H", "H", "H", "H", "H"], "xyz": [[-2.03, -2.09, -2.33], [-2.91, -1.15, -0.64], [-0.17, -0.61, 1.14], [-2.23, 1.20, -1.35], [2.98, -0.47, 1.33], [2.14, 1.90, 1.34], [-2.71, -2.26, -1.20], [-1.80, -0.81, -2.56], [0.78, -0.02, 1.42], [-2.36, -0.18, -1.45], [1.99, 0.51, 1.73], [-2.77, 1.96, -0.02], [-1.76, -3.02, -2.80], [-3.44, -0.75, 0.25], [-1.86, 1.60, -2.34], [2.73, -1.37, 1.84], [2.68, -0.91, 0.30], [4.01, -0.19, 1.56], [3.19, 2.14, 1.78], [2.19, 1.90, 0.24], [1.36, 2.62, 1.75]]}



Record 4
{"formula": "C57H77InPS", "method": "the ωB97M-V functional and the def2-TZVPD basis", "charge": -1, "max_force_ev_per_a": 2.7, "total_energy_ha": -3147.55461, "species": ["C", "C", "C", "C", "C", "C", "C", "C", "C", "C", "C", "C", "C", "C", "C", "In", "P", "S", "H", "H", "H", "H", "H", "H", "H", "H", "H", "H", "H", "H", "H", "H", "H", "H", "H", "H", "H", "H", "H", "H", "H", "H", "H", "H", "H", "H", "H", "H", "H", "H", "H", "H", "H", "C", "C", "C", "C", "C", "C", "H", "H", "H", "H", "H", "H", "C", "C", "C", "C", "C", "C", "H", "H", "H", "H", "H", "H", "C", "C", "C", "C", "C", "C", "H", "H", "H", "H", "H", "H", "C", "C", "C", "C", "C", "C", "H", "H", "H", "H", "H", "H", "C", "C", "C", "C", "C", "C", "H", "H", "H", "H", "H", "H", "C", "C", "C", "C", "C", "C", "H", "H", "H", "H", "H", "H", "C", "C", "C", "C", "C", "C", "H", "H", "H", "H", "H", "H"], "xyz": [[1.24, -1.15, -2.85], [2.07, -1.97, -4.02], [3.00, -0.99, -4.97], [4.16, -0.22, -4.06], [5.69, -0.68, -4.41], [6.43, -1.58, -3.26], [6.17, -3.17, -3.56], [6.72, -4.18, -2.34], [5.62, -4.35, -1.14], [5.74, -3.26, 0.09], [7.09, -3.45, 1.03], [6.88, -2.50, 2.35], [6.52, -3.30, 3.73], [5.24, -2.61, 4.56], [5.43, -0.97, 4.73], [4.06, -0.25, 6.39], [5.16, 1.71, 7.58], [4.13, 2.33, 9.16], [0.07, -1.16, -3.02], [1.44, -1.72, -1.83], [1.54, -0.02, -2.75], [1.25, -2.48, -4.72], [2.77, -2.79, -3.51], [3.44, -1.68, -5.82], [2.28, -0.22, -5.47], [4.06, 0.94, -4.33], [3.90, -0.29, -2.91], [6.32, 0.33, -4.50], [5.81, -1.22, -5.45], [6.12, -1.26, -2.17], [7.60, -1.38, -3.35], [5.01, -3.39, -3.66], [6.65, -3.49, -4.60], [7.80, -3.89, -1.98], [6.82, -5.25, -2.85], [4.55, -4.23, -1.61], [5.71, -5.43, -0.69], [5.65, -2.14, -0.24], [4.81, -3.47, 0.81], [8.09, -3.14, 0.45], [7.22, -4.59, 1.29], [7.79, -1.80, 2.59], [5.96, -1.79, 2.11], [7.41, -3.29, 4.52], [6.19, -4.43, 3.55], [4.20, -2.86, 4.05], [5.21, -3.04, 5.67], [5.06, -0.47, 3.71], [6.56, -0.68, 4.87], [2.42, 0.13, 5.76], [3.94, -1.64, 7.57], [5.21, 2.86, 6.68], [6.50, 1.33, 8.02], [0.22, 0.06, -8.97], [-0.28, -1.12, -9.52], [-0.89, -2.07, -8.70], [-0.99, -1.84, -7.33], [-0.49, -0.67, -6.78], [0.12, 0.28, -7.60], [0.69, 0.80, -9.61], [-0.21, -1.29, -10.59], [-1.27, -2.99, -9.13], [-1.47, -2.59, -6.69], [-0.58, -0.49, -5.71], [0.51, 1.20, -7.17], [-2.94, 1.70, -6.94], [-2.65, 1.85, -5.58], [-3.12, 2.97, -4.89], [-3.88, 3.93, -5.55], [-4.17, 3.78, -6.91], [-3.70, 2.67, -7.60], [-2.58, 0.83, -7.48], [-2.07, 1.09, -5.06], [-2.88, 3.09, -3.83], [-4.24, 4.80, -5.01], [-4.76, 4.53, -7.42], [-3.92, 2.55, -8.66], [-1.20, 6.12, 9.44], [-0.04, 6.40, 10.14], [1.07, 5.55, 10.04], [1.00, 4.42, 9.23], [-0.17, 4.14, 8.52], [-1.27, 4.98, 8.63], [-2.06, 6.78, 9.52], [0.02, 7.29, 10.77], [1.97, 5.77, 10.59], [1.86, 3.76, 9.14], [-0.21, 3.26, 7.88], [-2.18, 4.76, 8.08], [-4.08, 2.99, 10.87], [-5.43, 2.77, 11.17], [-6.17, 3.75, 11.81], [-5.58, 4.98, 12.14], [-4.24, 5.21, 11.83], [-3.49, 4.21, 11.20], [-3.50, 2.22, 10.38], [-5.89, 1.82, 10.91], [-7.22, 3.57, 12.06], [-6.17, 5.75, 12.63], [-3.78, 6.16, 12.08], [-2.45, 4.39, 10.97], [-8.72, 1.56, 7.21], [-7.55, 1.84, 7.92], [-6.45, 1.00, 7.82], [-6.52, -0.14, 7.01], [-7.68, -0.42, 6.30], [-8.79, 0.42, 6.41], [-9.58, 2.22, 7.30], [-7.50, 2.73, 8.55], [-5.54, 1.22, 8.37], [-5.66, -0.80, 6.92], [-7.73, -1.30, 5.66], [-9.70, 0.20, 5.86], [1.45, -5.94, -5.95], [1.25, -7.25, -5.51], [2.33, -7.99, -5.02], [3.60, -7.42, -4.96], [3.80, -6.11, -5.39], [2.73, -5.37, -5.89], [0.62, -5.36, -6.33], [0.26, -7.69, -5.56], [2.17, -9.01, -4.69], [4.43, -8.00, -4.57], [4.79, -5.67, -5.34], [2.88, -4.35, -6.23], [-7.49, 2.02, -8.97], [-8.63, 2.29, -9.72], [-9.55, 3.25, -9.29], [-9.31, 3.94, -8.10], [-8.17, 3.67, -7.35], [-7.26, 2.71, -7.78], [-6.78, 1.27, -9.31], [-8.81, 1.75, -10.65], [-10.44, 3.46, -9.87], [-10.02, 4.70, -7.76], [-7.98, 4.21, -6.42], [-6.37, 2.49, -7.19]]}



Record 5
{"formula": "C31H34BrInN7O3Se2", "method": "the ωB97M-V functional and the def2-TZVPD basis", "charge": 1, "max_force_ev_per_a": 3.7, "total_energy_ha": -9377.53953, "species": ["In", "C", "C", "C", "C", "C", "C", "N", "C", "C", "C", "C", "C", "N", "C", "C", "C", "C", "C", "C", "N", "H", "H", "H", "H", "H", "H", "H", "H", "H", "H", "H", "H", "H", "H", "H", "O", "C", "C", "C", "O", "C", "Se", "C", "Se", "H", "H", "H", "H", "H", "H", "H", "H", "H", "H", "O", "C", "C", "C", "N", "C", "Br", "C", "H", "H", "H", "H", "N", "C", "C", "N", "C", "C", "N", "H", "H", "H", "H", "H"], "xyz": [[0.15, 0.30, 0.53], [4.52, 1.35, 0.47], [3.49, 2.56, 0.47], [3.51, 3.61, -0.44], [2.49, 4.58, -0.38], [1.44, 4.32, 0.42], [1.50, 3.27, 1.27], [2.50, 2.35, 1.30], [0.48, 2.99, 2.31], [-0.26, 3.96, 3.00], [-1.13, 3.55, 4.02], [-1.34, 2.19, 4.17], [-0.70, 1.27, 3.32], [0.22, 1.70, 2.46], [-1.14, -0.14, 3.31], [-1.68, -0.73, 4.46], [-1.97, -2.06, 4.34], [-1.70, -2.73, 3.14], [-1.25, -2.05, 2.07], [-1.04, -2.60, 0.66], [-0.91, -0.75, 2.21], [5.51, 1.61, 0.14], [3.99, 0.51, -0.02], [4.62, 0.97, 1.54], [4.40, 3.77, -1.01], [2.57, 5.39, -1.07], [0.52, 4.96, 0.48], [-0.07, 5.04, 2.89], [-1.64, 4.31, 4.61], [-2.02, 1.84, 4.97], [-1.87, -0.16, 5.33], [-2.43, -2.68, 5.08], [-1.79, -3.79, 3.18], [-1.66, -2.03, -0.08], [-1.29, -3.61, 0.47], [-0.07, -2.37, 0.34], [-2.42, 0.19, -3.84], [-1.09, 0.16, -3.41], [-0.44, 1.52, -3.15], [-0.30, 2.34, -4.45], [-1.40, 2.98, -5.03], [-1.19, 2.37, -2.14], [-1.87, 1.47, -0.54], [1.02, 1.28, -2.70], [1.55, -0.19, -1.52], [-3.00, 0.40, -3.12], [-0.49, -0.36, -4.20], [-0.89, -0.51, -2.53], [0.17, 1.66, -5.11], [0.37, 3.23, -4.29], [-2.00, 2.30, -5.29], [-2.10, 2.88, -2.47], [-0.67, 3.27, -1.81], [1.41, 2.18, -2.17], [1.62, 1.14, -3.53], [-3.83, -3.62, -6.04], [-3.37, -3.61, -4.76], [-4.25, -3.45, -3.73], [-3.80, -3.38, -2.43], [-2.54, -3.60, -2.13], [-1.73, -3.73, -3.12], [0.13, -3.73, -2.56], [-2.00, -3.68, -4.51], [-4.79, -3.32, -6.07], [-5.24, -3.23, -3.90], [-4.39, -3.24, -1.55], [-1.24, -3.96, -5.18], [3.45, -1.80, 5.12], [2.95, -2.04, 3.91], [2.04, -1.23, 3.14], [1.82, -1.41, 1.84], [2.37, -2.48, 1.25], [3.05, -3.41, 2.00], [3.30, -3.21, 3.36], [3.09, -0.97, 5.50], [3.81, -2.53, 5.71], [1.60, -0.35, 3.67], [2.15, -2.63, 0.23], [3.21, -4.43, 1.59]]}



Record 6
{"formula": "C17H27BrN2O2S", "method": "the ωB97M-V functional and the def2-TZVPD basis", "charge": 0, "max_force_ev_per_a": 0.8, "total_energy_ha": -3896.18924, "species": ["C", "C", "C", "C", "C", "C", "C", "Br", "H", "S", "O", "O", "N", "H", "C", "C", "H", "H", "C", "N", "H", "C", "C", "H", "H", "C", "H", "H", "H", "C", "H", "H", "H", "C", "H", "H", "H", "C", "H", "H", "H", "H", "C", "H", "H", "H", "H", "H", "H", "H"], "xyz": [[-4.16, -0.11, -2.26], [-3.04, 0.43, -1.44], [-2.25, 1.48, -1.89], [-1.19, 2.00, -1.15], [-0.94, 1.43, 0.09], [-1.71, 0.39, 0.59], [-2.74, -0.10, -0.18], [-3.78, -1.54, 0.51], [-1.48, -0.01, 1.56], [0.40, 2.02, 1.13], [0.26, 3.43, 1.32], [0.48, 1.17, 2.29], [1.75, 1.81, 0.15], [2.33, 2.63, 0.24], [2.49, 0.57, 0.33], [3.82, 0.65, -0.42], [4.49, 1.33, 0.11], [3.63, 1.08, -1.41], [4.48, -0.74, -0.58], [3.80, -1.70, 0.26], [4.29, -2.58, 0.26], [2.36, -1.92, 0.16], [1.68, -0.60, -0.22], [0.67, -0.58, 0.19], [1.59, -0.49, -1.31], [1.99, -3.02, -0.84], [2.34, -2.79, -1.85], [0.91, -3.14, -0.88], [2.43, -3.97, -0.54], [1.88, -2.36, 1.55], [0.84, -2.65, 1.52], [2.47, -3.20, 1.90], [1.99, -1.54, 2.26], [4.53, -1.13, -2.07], [5.20, -0.46, -2.61], [3.55, -1.06, -2.53], [4.91, -2.14, -2.18], [5.93, -0.67, -0.06], [5.92, -0.47, 1.01], [6.48, 0.11, -0.57], [6.43, -1.62, -0.22], [2.67, 0.39, 1.39], [-0.35, 3.11, -1.67], [-0.82, 3.59, -2.52], [-0.19, 3.85, -0.88], [0.63, 2.73, -1.96], [-2.46, 1.91, -2.86], [-4.01, -1.17, -2.46], [-4.24, 0.42, -3.20], [-5.11, -0.01, -1.72]]}



Record 7
{"formula": "C5H8O", "method": "the ωB97M-V functional and the def2-TZVPD basis", "charge": 0, "max_force_ev_per_a": 0.4, "total_energy_ha": -270.34073, "species": ["C", "C", "C", "C", "C", "O", "H", "H", "H", "H", "H", "H", "H", "H"], "xyz": [[0.47, -0.44, 1.38], [-1.03, -0.64, 0.22], [-0.29, -0.96, -1.07], [0.52, 0.12, -0.51], [-0.38, 1.34, -0.46], [-1.53, 0.66, 0.03], [1.36, 0.19, 1.52], [-0.20, -0.20, 2.21], [0.77, -1.48, 1.46], [-0.87, -0.76, -1.98], [0.19, -1.94, -1.07], [1.60, 0.17, -0.59], [-0.54, 1.85, -1.43], [-0.06, 2.08, 0.28]]}